#a
Computed, not measured: the molecule C19H21N3O4, with the ωB97M-V functional and the def2-TZVPD basis.

Kohn-Sham gap in Eh: 0.243

CARTESIAN COORDINATES (ANGSTROEM)
O1 -0.546 -0.923 -1.998
C1 0.298 -0.408 -1.299
C2 1.716 -1.017 -1.237
O2 2.568 -0.149 -0.527
C3 3.871 -0.407 -0.378
C4 4.512 -1.551 -0.858
C5 5.866 -1.739 -0.658
C6 6.623 -0.797 0.025
C7 6.012 0.339 0.507
C8 4.648 0.547 0.315
N1 4.071 1.751 0.837
O3 2.878 1.945 0.699
O4 4.817 2.527 1.400
N2 0.143 0.670 -0.510
C9 -1.009 1.491 -0.470
C10 -0.802 2.861 -0.542
C11 -1.866 3.740 -0.617
C12 -3.154 3.231 -0.634
C13 -3.371 1.875 -0.509
C14 -2.313 0.964 -0.380
N3 -2.532 -0.382 -0.197
C15 -1.849 -1.119 0.838
C16 -2.761 -1.306 2.058
C17 -4.051 -2.012 1.650
C18 -4.737 -1.219 0.541
C19 -3.753 -1.020 -0.618
H1 1.644 -1.996 -0.744
H2 2.061 -1.169 -2.267
H3 3.944 -2.297 -1.390
H4 6.334 -2.633 -1.040
H5 7.679 -0.951 0.176
H6 6.568 1.095 1.041
H7 0.982 1.085 -0.117
H8 0.214 3.229 -0.563
H9 -1.691 4.802 -0.680
H10 -3.999 3.899 -0.719
H11 -4.387 1.513 -0.482
H12 -1.564 -2.101 0.440
H13 -0.947 -0.590 1.142
H14 -2.998 -0.325 2.475
H15 -2.235 -1.884 2.820
H16 -3.816 -3.015 1.286
H17 -4.715 -2.113 2.511
H18 -5.050 -0.249 0.932
H19 -5.624 -1.747 0.185
H20 -3.479 -2.003 -1.022
H21 -4.201 -0.443 -1.427

***

#b
Computed, not measured: C19H21N3O4 as an isolated structure, with the ωB97M-V functional and the def2-TZVPD basis.

Kohn-Sham gap in Eh: 0.308

CARTESIAN COORDINATES (ANGSTROEM)
C1 -6.294 -0.470 0.490
H1 -6.203 -0.715 -0.667
O1 -5.114 0.472 0.708
C2 -3.949 -0.098 0.511
C3 -2.962 0.640 0.760
C4 -1.723 0.361 0.795
C5 -1.422 -0.921 0.380
C6 -2.363 -1.645 -0.294
C7 -3.732 -1.272 -0.102
H2 -4.389 -2.052 -0.327
O2 -2.194 -2.685 -0.709
C8 -0.909 -3.230 -1.009
H3 -0.860 -4.465 -1.533
H4 -0.286 -3.386 0.094
H5 -0.231 -2.647 -1.644
H6 -0.366 -1.086 0.219
C9 -0.525 1.201 1.219
O3 -0.168 1.344 2.384
N1 0.033 2.286 0.129
C10 -0.399 2.107 -1.098
H7 -0.874 2.985 -1.663
C11 0.829 1.885 -1.826
N2 1.930 1.356 -1.022
C12 2.031 -0.054 -0.844
O4 1.477 -0.697 -1.986
C13 3.205 -0.588 -0.071
C14 4.467 -0.410 -0.156
C15 5.417 -0.640 0.669
C16 4.852 -1.783 1.724
N3 3.702 -2.161 1.776
C17 2.800 -1.464 0.838
H8 1.737 -1.937 0.875
H9 5.644 -2.191 2.320
H10 6.400 -0.658 0.633
H11 4.729 0.436 -0.889
C18 2.396 2.366 -0.005
H12 2.818 1.606 0.610
C19 1.119 2.972 0.723
H13 1.014 3.956 -0.042
H14 1.070 3.248 1.627
H15 3.190 2.776 -0.279
H16 0.646 1.141 -2.543
H17 1.254 2.672 -2.372
H18 -1.125 1.103 -1.336
H19 -3.357 1.835 1.261
H20 -7.092 0.016 0.651
H21 -6.227 -1.509 1.024

***

Sorted by energy, starting with the most stable: #a, #b.

***

#a
Computed, not measured: the molecule C14H16N2O6S, with the ωB97M-V functional and the def2-TZVPD basis.

Kohn-Sham gap in Eh: 0.353

CARTESIAN COORDINATES (ANGSTROEM)
C1 -5.313 -1.758 0.375
C2 -4.811 -0.347 0.105
O1 -3.535 -0.356 -0.549
C3 -2.472 -0.516 0.217
O2 -2.481 -0.737 1.400
C4 -1.171 -0.418 -0.579
N1 -0.171 0.274 0.205
S1 -0.595 1.891 0.497
O3 0.068 2.285 1.698
O4 -2.019 2.038 0.403
C5 0.138 2.766 -0.917
C6 1.642 2.865 -0.750
N2 2.224 1.563 -0.522
C7 1.944 0.440 -1.288
O5 1.339 0.443 -2.332
C8 2.595 -0.688 -0.583
C9 2.645 -2.031 -0.891
C10 3.331 -2.870 -0.017
C11 3.946 -2.371 1.121
C12 3.900 -1.015 1.428
C13 3.216 -0.185 0.564
C14 2.984 1.277 0.612
O6 3.374 2.096 1.399
H1 -4.648 -2.263 1.071
H2 -6.307 -1.711 0.811
H3 -5.357 -2.327 -0.550
H4 -5.471 0.184 -0.582
H5 -4.714 0.213 1.040
H6 -1.338 0.127 -1.507
H7 -0.805 -1.422 -0.812
H8 -0.053 -0.169 1.110
H9 -0.132 2.200 -1.804
H10 -0.330 3.746 -0.941
H11 1.888 3.465 0.131
H12 2.089 3.320 -1.642
H13 2.169 -2.412 -1.781
H14 3.386 -3.927 -0.230
H15 4.470 -3.047 1.780
H16 4.377 -0.619 2.310

***

#b
Computed, not measured: the molecule C14H16N2O6S, with the ωB97M-V functional and the def2-TZVPD basis.

Kohn-Sham gap in Eh: 0.308

CARTESIAN COORDINATES (ANGSTROEM)
O1 3.333 -2.201 -0.492
O2 1.241 -0.487 2.505
O3 -0.221 3.210 -2.204
O4 -0.309 -1.791 -3.278
O5 2.982 -3.474 1.313
O6 -3.419 1.237 1.225
C1 2.564 -2.684 0.340
C2 0.334 -1.323 2.352
C3 0.933 3.205 -2.531
C4 1.103 -2.395 0.295
C5 0.349 -2.006 -0.806
C6 0.896 0.800 -2.751
C7 1.645 -0.307 -2.582
C8 -2.019 -0.194 2.629
C9 -1.081 -1.072 2.096
N1 1.543 2.012 -2.817
N2 0.284 -2.395 1.447
S1 0.949 -1.963 -2.509
C10 1.744 4.463 -2.610
C11 -1.710 0.622 3.865
C12 -3.391 -0.009 1.977
C13 -1.047 -1.645 -0.435
C14 -1.132 -2.133 1.047
H1 3.905 -3.574 1.131
H2 -2.764 1.222 0.508
H3 -0.193 0.700 -2.796
H4 2.727 -0.174 -2.439
H5 2.552 2.048 -2.886
H6 1.920 4.856 -1.607
H7 2.691 4.231 -3.085
H8 1.213 5.216 -3.191
H9 -0.693 0.559 4.201
H10 -1.988 1.660 3.603
H11 -2.338 0.265 4.641
H12 -4.122 0.035 2.776
H13 -3.666 -0.873 1.351
H14 -1.206 -0.551 -0.464
H15 -1.778 -2.132 -1.080
H16 -1.832 -2.958 1.264

***

Sorted by energy, starting with the most stable: #a, #b.

***

#a
Computed, not measured: a 3-piece molecular cluster, C5H14NO2 overall, with the ωB97M-V functional and the def2-TZVPD basis.

Kohn-Sham gap (alpha / beta) in Eh: 0.139 / 0.150
Spin multiplicity: 2
Net charge: +2

CARTESIAN COORDINATES (ANGSTROEM)
C1 -0.671 0.925 -1.424
O1 -1.399 0.537 -0.337
C2 0.725 0.351 -1.747
C3 0.878 -1.077 -1.388
C4 0.540 -1.481 0.082
C5 1.416 -0.417 1.996
N1 1.685 -1.095 0.931
H1 -0.555 2.015 -1.659
H2 -1.255 0.717 -2.400
H3 -5.751 0.405 -0.721
H4 1.002 0.515 -2.812
H5 1.459 0.982 -1.243
H6 1.976 -1.380 -1.480
H7 0.153 -1.640 -2.052
H8 0.284 -2.574 0.087
H9 -0.484 -1.039 0.539
H10 2.050 -0.282 2.894
H11 0.462 0.147 1.888
H12 -6.068 1.051 -0.711
H13 -1.103 1.149 0.950
H14 -1.752 2.039 2.274
O2 -1.044 1.433 1.939

***

#b
Computed, not measured: a 2-piece molecular cluster, C5H14NO2 overall, with the ωB97M-V functional and the def2-TZVPD basis.

Kohn-Sham gap (alpha / beta) in Eh: 0.364 / 0.164
Spin multiplicity: 2
Net charge: +2

CARTESIAN COORDINATES (ANGSTROEM)
C1 1.023 -1.365 1.838
O1 2.125 -0.643 1.367
C2 0.234 -1.799 0.574
C3 -1.122 -1.151 0.279
C4 -1.140 0.212 -0.480
C5 -0.279 2.394 0.018
N1 -0.057 1.171 -0.247
H1 1.481 -2.182 2.414
H2 0.403 -0.645 2.423
H3 2.921 -0.585 1.951
H4 0.109 -2.887 0.680
H5 0.857 -1.706 -0.323
H6 -1.653 -1.869 -0.340
H7 -1.669 -1.021 1.200
H8 -1.229 -0.050 -1.530
H9 -2.067 0.708 -0.294
H10 0.562 3.044 0.224
H11 -1.274 2.819 0.066
H12 0.842 0.768 -0.089
H13 -0.509 1.514 -3.853
H14 0.537 1.991 -2.867
O2 -0.096 1.280 -3.011

***

Sorted by energy, starting with the most stable: #b, #a.

***

#a
Computed, not measured: C2H8Cl2Si2 as an isolated structure, with the ωB97M-V functional and the def2-TZVPD basis.

Kohn-Sham gap in Eh: 0.389

CARTESIAN COORDINATES (ANGSTROEM)
C1 -1.227 -0.133 2.067
C2 1.159 -0.583 -2.190
Si1 -1.068 0.456 0.264
Si2 1.011 0.129 -0.394
Cl1 1.929 2.030 -0.230
Cl2 1.868 -1.404 0.793
H1 -2.192 -0.602 2.457
H2 -0.389 -0.719 2.429
H3 -1.147 0.866 2.524
H4 1.900 0.066 -2.670
H5 1.477 -1.592 -2.289
H6 0.187 -0.440 -2.685
H7 -2.075 -0.260 -0.507
H8 -1.434 2.185 0.432

***

#b
Computed, not measured: a 2-piece molecular cluster, C2H8Cl2Si2 overall, with the ωB97M-V functional and the def2-TZVPD basis.

Kohn-Sham gap in Eh: 0.293

CARTESIAN COORDINATES (ANGSTROEM)
C1 -0.984 0.773 -2.017
C2 0.146 -0.068 -1.417
Si1 0.139 -0.499 0.424
Si2 1.283 2.253 1.613
Cl1 2.097 3.147 0.003
Cl2 2.816 1.789 2.948
H1 -1.906 0.281 -1.725
H2 -1.030 1.808 -1.729
H3 -0.784 0.863 -3.064
H4 0.953 0.639 -1.614
H5 0.325 -0.994 -2.101
H6 -1.155 -0.746 1.295
H7 1.330 -1.337 0.505
H8 0.498 3.129 2.448

***

Sorted by energy, starting with the most stable: #a, #b.

***

#a
Computed, not measured: an isolated ion of composition C5H8BrN2 and charge +1, with the ωB97M-V functional and the def2-TZVPD basis.

Kohn-Sham gap in Eh: 0.374
Net charge: +1

CARTESIAN COORDINATES (ANGSTROEM)
N1 -0.836 -1.536 1.054
C1 -0.880 -0.360 0.135
Br1 -2.759 0.025 -0.232
C2 -0.002 -0.509 -1.081
C3 1.051 0.548 -1.248
C4 1.286 1.540 -0.390
C5 0.577 1.640 0.869
N2 -0.342 0.898 1.297
H1 0.076 -1.597 1.530
H2 -1.031 -2.412 0.548
H3 -1.562 -1.408 1.778
H4 -0.621 -0.471 -1.979
H5 0.481 -1.493 -1.083
H6 1.623 0.443 -2.157
H7 2.046 2.271 -0.597
H8 0.892 2.420 1.557

***

#b
Computed, not measured: an isolated ion of composition C5H8BrN2 and charge +1, with the ωB97M-V functional and the def2-TZVPD basis.

Kohn-Sham gap in Eh: 0.268
Net charge: +1

CARTESIAN COORDINATES (ANGSTROEM)
N1 1.051 -0.020 -2.078
C1 1.669 -0.162 -0.878
C2 1.149 -0.985 0.142
C3 -0.160 -1.299 0.631
C4 -1.323 -0.560 0.842
C5 -1.553 0.798 0.768
N2 -0.612 1.725 0.627
Br1 -3.433 1.317 1.021
H1 0.259 -0.602 -2.326
H2 1.349 0.606 -2.768
H3 2.673 0.260 -0.525
H4 2.050 -1.396 0.575
H5 -0.359 -2.308 1.096
H6 -2.247 -1.198 1.231
H7 0.292 1.262 0.528
H8 -0.806 2.562 1.114

***

Sorted by energy, starting with the most stable: #a, #b.

***

#a
Computed, not measured: an isolated ion of composition C9H8NO2 and charge +1, with the ωB97M-V functional and the def2-TZVPD basis.

Kohn-Sham gap (alpha / beta) in Eh: 0.307 / 0.307
Net charge: +1

CARTESIAN COORDINATES (ANGSTROEM)
C1 2.234 0.296 0.587
C2 1.782 -0.922 1.149
C3 1.466 1.251 0.038
C4 0.444 -1.104 1.249
C5 0.031 0.988 0.030
C6 -0.295 -0.082 0.762
C7 -1.233 1.673 -0.429
C8 -2.454 -1.465 -0.797
C9 -2.444 -0.393 0.076
N1 -2.229 0.875 0.427
O1 -2.894 1.405 1.268
O2 -3.143 -1.431 0.553
H1 3.274 0.437 0.400
H2 2.418 -1.703 1.487
H3 1.966 2.131 -0.509
H4 -0.088 -1.980 1.774
H5 -1.160 2.750 -0.195
H6 -1.617 1.569 -1.498
H7 -3.191 -1.520 -1.634
H8 -1.664 -2.147 -1.017

***

#b
Computed, not measured: an isolated ion of composition C9H8NO2 and charge +1, with the ωB97M-V functional and the def2-TZVPD basis.

Kohn-Sham gap in Eh: 0.248
Net charge: +1

CARTESIAN COORDINATES (ANGSTROEM)
C1 -2.431 -0.179 -0.633
C2 -2.072 1.127 -1.036
C3 -1.516 -1.034 -0.063
C4 -0.810 1.541 -0.683
C5 -0.167 -0.681 0.234
C6 0.186 0.657 -0.144
C7 0.876 -1.612 0.636
C8 2.836 1.135 0.216
C9 1.450 1.229 -0.014
N1 1.457 -2.473 -0.490
O1 1.201 -2.245 -1.627
O2 2.184 2.264 -0.369
H1 -3.558 -0.398 -0.720
H2 -2.775 1.717 -1.585
H3 -1.938 -1.926 0.253
H4 -0.333 2.529 -0.942
H5 1.715 -1.058 1.193
H6 0.523 -2.591 1.247
H7 3.429 1.133 1.061
H8 3.237 0.442 -0.515

***

Sorted by energy, starting with the most stable: #b, #a.

***

#a
Computed, not measured: a 3-piece molecular cluster, C5H18NO2 overall, with the ωB97M-V functional and the def2-TZVPD basis.

Kohn-Sham gap in Eh: 0.408
Net charge: +1

CARTESIAN COORDINATES (ANGSTROEM)
C1 -0.099 -0.086 -0.269
C2 0.602 -0.630 -1.544
C3 1.644 0.424 -2.076
C4 1.125 1.829 -1.839
C5 3.067 0.214 -1.575
N1 -1.545 -0.413 -0.208
H1 -0.190 1.012 -0.400
H2 0.407 -0.345 0.641
H3 -0.111 -0.919 -2.341
H4 1.007 -1.665 -1.477
H5 1.590 0.316 -3.251
H6 0.039 2.018 -2.133
H7 1.512 2.563 -2.682
H8 1.345 2.359 -0.943
H9 3.442 1.180 -1.117
H10 3.188 -0.614 -0.900
H11 3.709 0.085 -2.513
H12 -2.078 0.271 0.361
H13 -1.902 -0.395 -1.181
H14 -1.868 -1.291 0.105
H15 -2.026 -0.911 2.753
H16 -3.170 -1.834 2.133
O1 -2.440 -1.241 1.954
H17 -0.838 -0.696 4.317
H18 -0.988 0.869 4.481
O2 -1.390 0.067 4.181

***

#b
Computed, not measured: a 3-piece molecular cluster, C5H18NO2 overall, with the ωB97M-V functional and the def2-TZVPD basis.

Kohn-Sham gap in Eh: 0.368
Net charge: +1

CARTESIAN COORDINATES (ANGSTROEM)
C1 -0.251 -0.289 0.959
C2 0.898 -1.284 0.605
C3 2.311 -0.665 0.174
C4 0.477 -2.071 -0.728
C5 -0.806 -2.797 -0.852
N1 0.385 0.897 1.588
H1 -0.971 -0.020 0.135
H2 -0.780 -0.897 1.728
H3 1.157 -2.099 1.455
H4 2.712 -0.167 1.181
H5 2.136 0.111 -0.646
H6 2.954 -1.466 -0.111
H7 1.420 -2.751 -0.895
H8 0.434 -1.297 -1.546
H9 -1.595 -2.232 -1.079
H10 -0.948 -3.259 0.179
H11 -0.678 -3.745 -1.399
H12 0.904 0.730 2.498
H13 -0.177 1.833 1.688
H14 1.196 1.390 0.891
H15 2.059 3.413 -0.168
H16 0.620 3.777 0.250
O1 1.261 2.993 0.277
H17 -4.124 3.736 -2.132
H18 -5.583 2.759 -2.339
O2 -5.012 3.399 -1.713

***

#c
Computed, not measured: a 3-piece molecular cluster, C5H18NO2 overall, with the ωB97M-V functional and the def2-TZVPD basis.

Kohn-Sham gap in Eh: 0.407
Net charge: +1

CARTESIAN COORDINATES (ANGSTROEM)
C1 -0.587 1.767 -2.218
C2 -0.095 1.153 -0.894
C3 0.896 0.017 -1.061
C4 1.519 -0.709 0.116
C5 1.939 0.083 1.426
N1 -1.383 0.441 -0.310
H1 -1.176 1.069 -2.920
H2 -1.452 2.479 -1.866
H3 0.081 2.403 -2.728
H4 0.131 1.840 0.050
H5 1.833 0.312 -1.705
H6 0.623 -0.772 -1.919
H7 2.536 -1.261 -0.299
H8 0.843 -1.423 0.475
H9 1.910 -0.488 2.239
H10 1.352 0.939 1.492
H11 2.966 0.515 1.137
H12 -1.409 0.369 0.795
H13 -2.297 0.962 -0.665
H14 -1.403 -0.668 -0.696
H15 -2.766 -0.359 3.181
H16 -2.603 1.189 2.550
O1 -2.195 0.252 2.605
H17 0.068 -4.094 0.655
H18 0.740 -2.856 0.173
O2 -0.072 -3.159 0.387

***

Sorted by energy, starting with the most stable: #a, #b, #c.

***

#a
Computed, not measured: a 3-piece molecular cluster, C4H10NOS overall, with the ωB97M-V functional and the def2-TZVPD basis.

Kohn-Sham gap in Eh: 0.133
Net charge: -1

CARTESIAN COORDINATES (ANGSTROEM)
C1 -0.591 0.295 2.024
N1 0.244 -0.601 1.518
C2 0.170 -0.807 0.146
O1 -1.714 -1.186 -1.800
C3 -1.936 0.531 1.753
C4 -2.777 -0.274 0.863
S1 3.100 1.039 -1.643
H1 -0.217 0.792 2.928
H2 -3.799 -0.452 1.233
H3 1.115 -0.391 -0.305
H4 0.144 -1.849 -0.127
H5 -0.611 -0.246 -0.364
H6 4.422 0.807 -1.705
H7 -2.315 1.393 2.303
H8 -2.336 -1.252 0.756
H9 -2.806 0.070 -0.175
H10 -1.659 -0.777 -2.682

***

#b
Computed, not measured: an isolated ion of composition C4H10NOS and charge -1, with the ωB97M-V functional and the def2-TZVPD basis.

Kohn-Sham gap in Eh: 0.225
Net charge: -1

CARTESIAN COORDINATES (ANGSTROEM)
O1 -2.169 -0.442 -0.103
C1 -1.920 0.742 0.313
N1 -0.529 1.312 -0.082
C2 0.537 0.722 0.690
C3 0.608 -0.814 0.489
C4 0.499 -1.199 -0.973
S1 1.875 -0.679 -2.066
H1 -1.962 0.973 1.417
H2 -2.544 1.571 -0.092
H3 -0.605 2.311 0.148
H4 1.528 1.092 0.420
H5 0.440 0.927 1.766
H6 -0.316 -1.245 0.881
H7 1.534 -1.154 0.947
H8 -0.384 -0.787 -1.448
H9 0.490 -2.284 -1.003
H10 2.918 -1.045 -1.303

***

Sorted by energy, starting with the most stable: #b, #a.